1.
Computed, not measured: one molecule with the formula C4H8N2O2 at a distorted geometry, with ωB97M-V with the def2-TZVPD basis set.

The multiplicity is 1.

Last column: Mulliken charge in e.
Atoms and positions in Å:
1 C -0.791 -0.323 1.218  -0.13
2 C -0.343 0.672 0.237  0.33
3 N -1.239 1.265 -0.553  -0.41
4 N 1.367 0.517 -1.600  -0.57
5 C 0.091 -1.377 0.152  -0.01
6 C 0.922 0.205 -0.297  -0.20
7 O -0.117 -0.432 2.420  -0.56
8 O 0.781 -2.212 0.785  -0.76
9 H 0.419 -1.261 2.310  0.37
10 H -1.873 -0.439 1.303  0.31
11 H -2.191 1.387 -0.242  0.22
12 H -0.922 1.735 -1.389  0.23
13 H 0.695 0.448 -2.347  0.22
14 H 2.009 1.289 -1.704  0.21
15 H -0.538 -1.632 -0.716  0.36
16 H 1.731 0.159 0.423  0.40

***

2.
Computed, not measured: C48H57BrF4N6O6P2W as an isolated structure at a distorted geometry, with ωB97M-V with the def2-TZVPD basis set.

The multiplicity is 3. As for the total charge: +2.

Last column: Mulliken spin population.
Atoms and positions in Å:
1 W 13.583 12.783 13.033  1.75
2 F 10.308 17.695 7.491  0.00
3 C 10.552 16.672 8.267  0.00
4 C 10.563 15.383 7.785  0.00
5 F 10.273 15.180 6.516  0.00
6 C 10.811 14.341 8.634  -0.01
7 F 10.741 13.131 8.054  0.00
8 C 11.069 14.535 10.038  -0.02
9 P 11.346 13.134 11.279  0.21
10 C 11.647 11.788 10.184  -0.02
11 C 10.909 10.618 10.237  0.01
12 C 11.284 9.494 9.470  0.00
13 C 12.446 9.521 8.730  0.00
14 C 13.171 10.728 8.637  0.00
15 C 12.805 11.835 9.400  0.03
16 C 9.704 12.910 12.046  -0.08
17 C 9.629 12.820 13.460  0.05
18 C 8.399 12.635 14.055  0.00
19 C 7.290 12.596 13.245  0.00
20 C 7.353 12.677 11.864  0.00
21 C 8.576 12.926 11.253  0.00
22 C 10.988 15.809 10.512  0.00
23 Br 10.920 16.100 12.340  0.00
24 C 10.711 16.891 9.632  0.00
25 F 10.634 18.158 10.090  0.00
26 H 10.085 10.580 10.883  0.00
27 H 10.641 8.636 9.545  0.00
28 H 12.686 8.599 8.261  0.00
29 H 14.052 10.768 8.046  0.00
30 H 13.383 12.772 9.476  -0.03
31 H 10.464 13.144 14.047  0.01
32 H 8.323 12.601 15.150  0.00
33 H 6.327 12.455 13.597  0.00
34 H 6.523 12.705 11.149  0.00
35 H 8.679 12.971 10.185  0.00
36 O 10.286 13.995 18.049  0.00
37 H 9.760 13.684 18.810  0.00
38 H 9.602 14.059 17.294  0.00
39 O 13.370 10.851 12.213  0.02
40 H 12.831 10.687 11.421  0.03
41 H 14.218 10.381 12.131  0.00
42 C 12.850 16.839 16.147  0.00
43 O 12.701 16.030 14.921  -0.01
44 P 13.835 15.392 13.975  0.11
45 O 14.068 16.327 12.697  0.00
46 C 14.126 17.734 12.852  0.00
47 O 15.097 15.637 14.905  0.00
48 C 16.491 15.731 14.619  0.00
49 H 13.865 17.055 16.376  0.00
50 H 12.448 16.212 16.947  0.00
51 H 12.243 17.697 16.028  0.00
52 H 13.365 18.099 12.176  0.00
53 H 15.109 18.100 12.450  0.00
54 H 13.903 18.143 13.786  0.00
55 H 16.737 16.751 14.394  0.00
56 H 16.738 15.113 13.763  0.01
57 H 17.019 15.382 15.530  0.00
58 C 15.347 10.518 14.851  0.11
59 C 16.252 11.371 13.977  0.02
60 C 17.435 11.884 14.857  -0.02
61 C 15.438 12.524 13.416  -0.22
62 C 16.723 10.542 12.742  -0.03
63 C 16.176 9.272 12.480  -0.01
64 C 16.658 8.519 11.391  0.00
65 C 17.539 9.052 10.539  0.00
66 C 18.081 10.303 10.718  0.00
67 C 17.690 11.023 11.855  0.00
68 H 15.011 11.012 15.739  0.00
69 H 15.819 9.638 15.196  0.00
70 H 14.493 10.264 14.275  -0.02
71 H 17.101 12.403 15.763  0.01
72 H 18.110 12.509 14.251  0.00
73 H 17.984 11.047 15.173  0.00
74 H 16.089 13.364 12.947  0.05
75 H 15.354 8.807 13.019  0.00
76 H 16.260 7.556 11.165  0.00
77 H 17.871 8.332 9.801  0.00
78 H 18.806 10.658 10.031  0.00
79 H 18.127 12.011 11.962  0.00
80 C 13.633 13.283 16.519  0.03
81 C 12.826 12.176 16.044  0.07
82 N 12.575 11.881 14.746  -0.13
83 C 11.817 10.712 14.812  0.06
84 C 11.677 10.345 16.093  0.01
85 N 12.301 11.279 16.877  0.00
86 C 12.616 11.102 18.315  0.00
87 N 13.679 10.198 18.484  0.00
88 N 14.962 10.575 18.118  0.00
89 N 15.751 9.560 18.103  0.00
90 C 15.017 8.506 18.652  0.00
91 C 15.383 7.166 18.757  0.00
92 C 14.424 6.286 19.269  0.00
93 C 13.135 6.764 19.550  0.00
94 C 12.684 8.008 19.277  0.00
95 C 13.709 8.888 18.899  0.00
96 H 13.072 14.201 16.488  0.00
97 H 14.491 13.489 15.863  -0.02
98 H 13.970 13.204 17.577  0.00
99 H 11.396 10.292 13.925  -0.01
100 H 11.252 9.432 16.558  0.00
101 H 11.720 10.707 18.796  0.00
102 H 12.869 12.025 18.741  0.00
103 H 16.376 6.893 18.295  0.00
104 H 14.730 5.269 19.255  0.00
105 H 12.400 6.009 19.856  0.00
106 H 11.715 8.412 19.395  0.00
107 O 14.306 14.000 11.304  0.02
108 C 15.126 14.241 10.398  0.01
109 C 14.873 15.391 9.514  0.00
110 C 15.996 16.443 9.395  0.00
111 C 17.374 15.836 9.197  0.00
112 C 17.272 14.621 8.336  0.00
113 C 17.097 13.329 9.148  0.00
114 N 16.106 13.390 10.204  0.02
115 H 14.008 15.903 9.967  0.00
116 H 14.681 15.027 8.501  0.00
117 H 15.980 17.148 10.252  0.00
118 H 15.779 17.007 8.518  0.00
119 H 17.774 15.542 10.152  0.00
120 H 18.029 16.637 8.789  0.00
121 H 18.193 14.389 7.876  0.00
122 H 16.427 14.652 7.554  0.00
123 H 18.068 13.102 9.696  0.00
124 H 16.913 12.486 8.518  0.00
125 H 16.254 12.761 11.008  -0.03

***

Energy above the lowest of the compared OMol25 structures with the same formula, charge and spin per entry: 396.70, 191.01 kJ/mol
M per entry: 116.12, 1215.70 g mol⁻¹